1.
DFT (the ωB97M-V functional and the def2-TZVPD basis) results for a structure of composition C31H34AsCl3N8O3SV at a distorted geometry.

Output
* E_tot: -185690.8960 eV
* energy relative to the best compared isomer or geometry (same formula, charge and spin): 141.5 kJ/mol
* expectation value of S²: 3.76

Geometry as ORCA input:
```
! wB97M-V def2-TZVPD RIJCOSX def2/J DEFGRID3
* xyz 0 4
H -6.01 -0.28 -2.74
C -3.57 0.62 4.69
S -3.23 -0.62 -0.24
C -4.43 -1.74 -0.58
H -1.21 -4.04 -2.85
N -0.90 -0.15 2.25
H 2.75 3.51 4.41
H 0.32 2.66 3.44
Cl -0.05 -0.16 -4.38
H -0.60 -1.82 4.33
H -0.39 -2.79 -3.81
H -3.92 -6.38 -1.64
H 1.08 -4.85 -1.82
C -5.85 -3.60 -0.33
O 0.80 -0.76 1.09
C -0.46 1.63 -2.37
N 4.55 1.10 -0.13
C 1.31 2.54 3.02
V 0.48 1.00 0.30
C -0.78 -3.40 0.09
N -4.92 -2.67 0.30
H -2.60 -8.37 -0.98
N -5.11 -1.90 -1.74
N 1.53 1.85 1.83
N 3.47 2.54 2.62
H -4.35 -2.91 1.09
C -0.94 -2.98 -2.89
C -1.29 -4.78 -0.18
C -3.27 -0.26 5.72
H -3.01 1.30 2.71
C -0.46 1.42 -3.77
C -0.98 3.99 -2.88
As 0.20 -2.46 -1.38
C -1.05 3.70 -4.22
H -6.19 -3.54 -2.49
C 2.84 1.88 1.62
H 5.24 0.26 -2.00
H 2.09 -3.62 -2.62
H -1.60 -2.72 0.32
H -0.77 2.20 -5.74
N 2.39 1.05 -0.54
C -2.51 -4.97 -0.84
C -0.66 2.97 -2.01
H -7.16 -2.38 -1.58
C -1.01 -7.19 -0.11
N 0.05 -0.98 2.11
H -5.11 -1.41 -3.77
H 0.39 -5.78 0.69
H -3.87 -0.25 6.63
C -1.74 -0.24 3.43
H 5.41 1.16 0.37
C 2.50 2.96 3.52
H -4.40 1.30 4.78
C -0.77 2.42 -4.67
C 3.31 1.36 0.36
H -6.73 -3.75 0.30
H 2.53 0.20 -2.52
H -5.39 -4.57 -0.50
C -2.21 -1.14 5.59
H -0.08 -3.39 0.93
H 4.45 2.74 2.69
O -1.11 0.85 1.40
C 4.39 0.57 -1.41
C 3.06 0.54 -1.65
C -2.98 -6.25 -1.12
H 2.25 -3.90 -0.88
O -0.27 0.68 -1.50
C -6.19 -2.88 -1.63
C -5.12 -0.91 -2.80
C 1.54 -3.87 -1.71
C -2.80 0.63 3.53
H -1.16 5.00 -2.52
Cl -1.48 4.95 -5.37
H -3.08 -4.10 -1.14
H -0.42 -8.05 0.17
C -0.55 -5.91 0.17
Cl -0.41 3.34 -0.29
C -2.23 -7.37 -0.76
H -1.97 -1.83 6.39
C -1.43 -1.14 4.44
H -4.23 -0.29 -2.71
H -1.84 -2.37 -2.88
*
```

=====

2.
DFT (the ωB97M-V functional and the def2-TZVPD basis) results for a structure of composition C31H34Br41F4N2O4 at a distorted geometry.

Output
* E_tot: -2926463.6525 eV

Geometry as ORCA input:
```
! wB97M-V def2-TZVPD RIJCOSX def2/J DEFGRID3
* xyz 1 1
F 2.07 -0.91 1.31
Br 3.86 -4.74 0.31
C 8.51 4.74 7.75
C -1.56 -0.88 -2.01
Br 8.31 5.71 6.09
C 1.91 -1.83 2.28
C -11.46 -4.52 -1.41
Br 4.65 -7.11 3.33
Br -11.96 -3.21 -0.10
C -15.16 -4.40 -5.78
Br 14.09 0.52 3.04
C -0.40 1.35 -1.70
C 4.14 -6.11 -1.01
H -4.54 2.67 0.46
Br -7.48 -5.31 -1.11
Br -12.11 -6.28 -0.95
Br 8.21 2.88 -4.48
H 11.65 0.36 3.40
H 0.60 4.36 -0.68
C 3.25 4.45 -1.05
H -7.21 2.36 4.96
Br -5.39 0.96 4.04
C -0.28 0.94 1.00
Br 6.37 2.73 -1.88
Br -13.55 -3.57 -6.46
C -5.75 5.98 1.35
C -6.56 1.62 5.42
H 8.26 1.31 -2.57
H -15.98 -4.07 -6.41
Br -0.70 -1.13 -5.21
H -3.50 -1.20 -1.01
C -6.50 -3.65 -1.22
Br 0.42 -4.10 -5.46
H -0.26 0.83 -3.55
H 2.88 -5.49 3.93
O -2.19 1.61 2.60
C 8.69 2.57 1.99
C -0.19 -2.32 0.81
Br 9.60 5.71 9.00
Br 3.53 -5.56 -2.75
H 0.51 -2.03 0.03
C 0.52 -2.59 2.14
Br -5.51 5.91 -0.56
H 2.55 2.97 -2.56
C 8.11 2.38 -2.62
Br 2.48 0.28 -5.25
H -10.38 -4.58 -1.42
N -1.16 1.59 3.10
C 3.47 1.93 -5.43
C 0.24 2.10 0.49
C -0.92 0.18 -1.13
H -5.86 -3.60 -0.35
H 5.20 -6.27 -1.08
Br 2.11 -0.91 3.99
C -0.95 -2.88 -6.01
C 3.89 4.07 0.22
H -3.59 -1.26 -2.75
H -1.68 -1.02 1.85
H -6.75 6.35 1.53
Br -5.58 2.51 6.81
Br 3.35 -7.78 -0.47
Br 12.40 0.58 5.75
Br -15.08 -6.31 -5.90
Br 6.76 2.42 1.97
H -2.96 3.07 -0.21
H 4.06 4.56 -1.77
Br 9.36 2.91 3.75
Br 9.50 3.20 -1.57
H -2.93 1.39 -2.46
H 7.52 4.66 8.18
Br -15.56 -3.81 -3.99
H -4.38 2.87 -1.32
Br 2.29 3.46 -5.40
C -3.90 2.53 -0.41
C 0.18 2.31 -0.88
H -4.55 0.75 -2.34
C 4.50 3.86 1.22
Br 9.54 1.03 1.19
Br -12.01 -4.00 -3.18
H -1.30 -0.76 -3.07
F -0.23 -2.31 3.23
Br 12.29 -1.99 3.85
C 3.45 -6.19 4.53
H 2.73 5.39 -0.89
Br -7.70 0.23 6.11
F 0.81 3.01 1.27
Br 2.19 -7.40 5.34
C -3.56 0.72 -1.86
Br 9.16 2.95 7.46
H -0.65 -3.24 0.46
H -2.14 -1.63 0.29
N -0.82 0.00 0.20
C 12.49 -0.07 3.93
H 5.02 4.03 2.13
Br -5.36 -3.60 -2.77
H -0.86 -2.74 -7.08
C -1.30 -1.24 0.86
C 2.34 3.29 -1.54
Br -2.71 -3.59 -5.68
H 8.94 3.42 1.37
H 4.12 2.01 -4.57
H 2.55 2.44 -0.89
F 2.94 -2.69 2.22
Br -7.67 -2.13 -1.16
Br 0.86 -4.53 2.21
C -3.11 -0.74 -1.92
Br -5.64 4.23 2.15
H -1.22 -1.86 -1.69
C 0.81 3.58 -1.41
Br 4.58 1.92 -6.99
O -0.20 0.73 2.35
H 0.38 3.86 -2.37
Br 4.40 -5.16 5.85
Br -4.53 7.22 2.17
O -3.68 1.11 -0.51
O -0.43 1.62 -3.03
*
```

=====

3.
DFT (the ωB97M-V functional and the def2-TZVPD basis) results for a structure of composition C31H34IrN9O4S.

Output
* E_tot: -67963.4318 eV
* energy relative to the best compared isomer or geometry (same formula, charge and spin): 50.2 kJ/mol
* expectation value of S²: 8.78

Geometry as ORCA input:
```
! wB97M-V def2-TZVPD RIJCOSX def2/J DEFGRID3
* xyz 1 6
H 0.23 -5.94 0.28
H -0.93 -1.68 -3.34
C -4.49 2.71 1.47
C 3.14 -0.95 0.71
H 0.30 -0.77 3.17
H -0.38 -4.10 -1.26
N -4.63 -4.13 -4.32
H -3.52 1.40 2.88
C 0.82 5.83 3.74
N -3.87 2.32 -0.81
O -2.68 2.05 -3.39
C -2.22 -0.17 1.30
Ir 0.18 0.44 -0.90
H -2.04 -3.81 -3.96
C 6.25 -1.05 0.31
N -2.94 1.03 0.93
N -0.71 1.31 2.37
H 7.16 -1.63 0.12
C -2.76 -0.57 -3.33
H 5.46 0.76 -2.09
C -4.60 2.94 0.09
N -2.72 -1.33 1.25
H 5.97 -1.20 1.35
C 0.49 -4.62 1.96
H 3.49 -1.87 1.18
H -4.07 -4.91 -4.62
C 0.16 5.88 2.52
C -4.01 -2.95 -4.01
H -5.58 -4.11 -4.64
H 1.07 6.75 4.26
C -2.00 -1.72 -3.48
C 5.14 -1.52 -0.63
H -0.11 6.84 2.09
H 2.24 1.42 -2.08
N 2.34 0.71 -1.36
C -0.15 4.71 1.84
N -0.93 0.07 1.74
C -0.18 -3.91 -0.22
H 5.50 -1.48 -1.66
N 3.91 -0.74 -0.51
H 1.68 4.57 5.24
S -2.01 0.93 -2.83
C 3.25 0.23 1.68
C -0.21 -2.55 0.21
C 0.19 3.49 2.40
C -2.97 1.41 -0.41
C 0.17 -4.92 0.64
H 2.89 1.14 1.20
H 0.60 -3.10 3.48
H 4.12 1.41 -3.03
C -4.76 -1.78 -3.85
H 6.47 0.00 0.15
H -4.70 0.33 -3.42
H -5.31 3.66 -0.30
C -3.65 1.71 1.86
C -2.62 -2.91 -3.82
H 1.09 2.47 4.06
H -3.65 -1.38 0.86
C 4.48 0.54 -2.51
C -4.14 -0.59 -3.52
O -0.31 -1.64 -0.68
H 2.63 0.05 2.56
H 4.90 -2.56 -0.42
C -0.02 -2.26 1.62
C 1.16 4.61 4.29
H -0.65 4.75 0.88
N -2.09 0.82 -1.18
H 4.28 0.38 1.99
H 2.09 -1.09 0.44
H 4.58 -0.27 -3.23
C 0.39 -3.31 2.44
O -0.56 0.83 -3.06
C 3.51 0.15 -1.42
C -0.14 -0.97 2.20
C 0.84 3.43 3.63
H 0.81 -5.40 2.63
C -0.08 2.22 1.67
H -5.06 3.26 2.20
O 0.29 2.17 0.44
H -5.83 -1.80 -4.02
*
```

=====

The highest E_tot belongs to which entry? C31H34IrN9O4S

=====

Which of these has the lowest E_tot? C31H34Br41F4N2O4

=====

Among the records above, which one has the highest E_tot? C31H34IrN9O4S

=====

Copy entry 2 word for word.
DFT (the ωB97M-V functional and the def2-TZVPD basis) results for a structure of composition C31H34Br41F4N2O4 at a distorted geometry.

Output
* E_tot: -2926463.6525 eV

Geometry as ORCA input:
```
! wB97M-V def2-TZVPD RIJCOSX def2/J DEFGRID3
* xyz 1 1
F 2.07 -0.91 1.31
Br 3.86 -4.74 0.31
C 8.51 4.74 7.75
C -1.56 -0.88 -2.01
Br 8.31 5.71 6.09
C 1.91 -1.83 2.28
C -11.46 -4.52 -1.41
Br 4.65 -7.11 3.33
Br -11.96 -3.21 -0.10
C -15.16 -4.40 -5.78
Br 14.09 0.52 3.04
C -0.40 1.35 -1.70
C 4.14 -6.11 -1.01
H -4.54 2.67 0.46
Br -7.48 -5.31 -1.11
Br -12.11 -6.28 -0.95
Br 8.21 2.88 -4.48
H 11.65 0.36 3.40
H 0.60 4.36 -0.68
C 3.25 4.45 -1.05
H -7.21 2.36 4.96
Br -5.39 0.96 4.04
C -0.28 0.94 1.00
Br 6.37 2.73 -1.88
Br -13.55 -3.57 -6.46
C -5.75 5.98 1.35
C -6.56 1.62 5.42
H 8.26 1.31 -2.57
H -15.98 -4.07 -6.41
Br -0.70 -1.13 -5.21
H -3.50 -1.20 -1.01
C -6.50 -3.65 -1.22
Br 0.42 -4.10 -5.46
H -0.26 0.83 -3.55
H 2.88 -5.49 3.93
O -2.19 1.61 2.60
C 8.69 2.57 1.99
C -0.19 -2.32 0.81
Br 9.60 5.71 9.00
Br 3.53 -5.56 -2.75
H 0.51 -2.03 0.03
C 0.52 -2.59 2.14
Br -5.51 5.91 -0.56
H 2.55 2.97 -2.56
C 8.11 2.38 -2.62
Br 2.48 0.28 -5.25
H -10.38 -4.58 -1.42
N -1.16 1.59 3.10
C 3.47 1.93 -5.43
C 0.24 2.10 0.49
C -0.92 0.18 -1.13
H -5.86 -3.60 -0.35
H 5.20 -6.27 -1.08
Br 2.11 -0.91 3.99
C -0.95 -2.88 -6.01
C 3.89 4.07 0.22
H -3.59 -1.26 -2.75
H -1.68 -1.02 1.85
H -6.75 6.35 1.53
Br -5.58 2.51 6.81
Br 3.35 -7.78 -0.47
Br 12.40 0.58 5.75
Br -15.08 -6.31 -5.90
Br 6.76 2.42 1.97
H -2.96 3.07 -0.21
H 4.06 4.56 -1.77
Br 9.36 2.91 3.75
Br 9.50 3.20 -1.57
H -2.93 1.39 -2.46
H 7.52 4.66 8.18
Br -15.56 -3.81 -3.99
H -4.38 2.87 -1.32
Br 2.29 3.46 -5.40
C -3.90 2.53 -0.41
C 0.18 2.31 -0.88
H -4.55 0.75 -2.34
C 4.50 3.86 1.22
Br 9.54 1.03 1.19
Br -12.01 -4.00 -3.18
H -1.30 -0.76 -3.07
F -0.23 -2.31 3.23
Br 12.29 -1.99 3.85
C 3.45 -6.19 4.53
H 2.73 5.39 -0.89
Br -7.70 0.23 6.11
F 0.81 3.01 1.27
Br 2.19 -7.40 5.34
C -3.56 0.72 -1.86
Br 9.16 2.95 7.46
H -0.65 -3.24 0.46
H -2.14 -1.63 0.29
N -0.82 0.00 0.20
C 12.49 -0.07 3.93
H 5.02 4.03 2.13
Br -5.36 -3.60 -2.77
H -0.86 -2.74 -7.08
C -1.30 -1.24 0.86
C 2.34 3.29 -1.54
Br -2.71 -3.59 -5.68
H 8.94 3.42 1.37
H 4.12 2.01 -4.57
H 2.55 2.44 -0.89
F 2.94 -2.69 2.22
Br -7.67 -2.13 -1.16
Br 0.86 -4.53 2.21
C -3.11 -0.74 -1.92
Br -5.64 4.23 2.15
H -1.22 -1.86 -1.69
C 0.81 3.58 -1.41
Br 4.58 1.92 -6.99
O -0.20 0.73 2.35
H 0.38 3.86 -2.37
Br 4.40 -5.16 5.85
Br -4.53 7.22 2.17
O -3.68 1.11 -0.51
O -0.43 1.62 -3.03
*
```